[1]
DFT (ωB97M-V/def2-TZVPD) results for a 8-piece molecular cluster, C26H58F6O22S6 overall in a non-equilibrium geometry.

Cartesian coordinates (Å):
C -3.6800 2.1480 0.6856
C -4.7169 2.6346 -0.3722
O -5.4784 1.4719 -0.7842
C -5.2656 0.9978 -2.0272
O -4.5947 1.3549 -2.8997
C -6.0954 -0.2566 -2.3213
F -7.2744 -0.1657 -1.7184
F -6.3641 -0.3808 -3.6113
F -5.5026 -1.3971 -1.8363
H -3.0173 1.4355 0.1293
H -4.2052 1.6604 1.4685
H -2.9276 2.9051 1.0411
H -4.2378 3.0796 -1.2768
H -5.4984 3.2858 0.0285
C 0.5591 -1.8135 -6.1393
C -0.1061 -1.0976 -4.9989
O -1.4281 -1.6699 -4.5906
C -2.3531 -1.5067 -5.5520
O -2.1887 -1.1679 -6.6780
C -3.6577 -2.0734 -5.1223
F -3.9421 -1.8509 -3.8231
F -4.6519 -1.5910 -5.8306
F -3.5668 -3.4031 -5.2548
H 1.5727 -1.5579 -6.1719
H 0.1344 -1.4537 -7.1132
H 0.5641 -2.9061 -5.9525
H -0.3506 -0.1495 -5.4498
H 0.5606 -0.8338 -4.2259
C 1.3147 5.3919 -5.3361
C 1.7642 4.6520 -4.1259
O 1.2505 5.1951 -2.9497
S 0.3840 4.4951 -1.9065
C -1.2792 4.7527 -2.4064
O 0.6146 3.0882 -2.0072
O 0.5497 5.2232 -0.6807
H 1.6498 4.7022 -6.1537
H 1.8801 6.3479 -5.4113
H 0.2443 5.3678 -5.4320
H 1.4922 3.6278 -4.0789
H 2.8827 4.7189 -4.0683
H -1.9056 4.1409 -1.7652
H -1.4057 4.3747 -3.4858
H -1.4272 5.8118 -2.2762
C -1.9184 0.2404 -2.1535
C -0.7008 -0.2685 -1.4931
O -0.9179 -0.3428 -0.0411
S 0.3197 -0.6413 0.8516
C 1.0233 1.0291 0.9689
O -0.2959 -1.0164 2.0557
O 1.3419 -1.4575 0.2126
H -2.6831 -0.4940 -2.0074
H -1.6596 0.3738 -3.1871
H -2.2100 1.2760 -1.7924
H -0.4070 -1.2928 -1.7955
H 0.1751 0.4221 -1.5883
H 0.2180 1.5412 1.4709
H 1.2322 1.4667 -0.0149
H 1.8850 1.0605 1.6100
C 2.8825 -2.5270 2.9355
C 3.2796 -3.7570 2.1518
O 4.7204 -3.6367 1.8260
S 5.2637 -3.4243 0.3483
C 4.7959 -1.7365 0.0877
O 6.6728 -3.4841 0.4759
O 4.5129 -4.2836 -0.5793
H 1.8509 -2.4026 3.1949
H 3.2312 -1.6846 2.3270
H 3.4935 -2.4459 3.8313
H 3.2234 -4.6526 2.7892
H 2.6599 -3.8713 1.2503
H 3.7249 -1.5875 0.1584
H 5.0606 -1.5254 -0.9447
H 5.3387 -1.1526 0.8381
C 1.6843 0.9133 7.1535
C 2.5559 1.9688 6.5061
O 3.5303 1.3834 5.6610
S 3.1103 1.2265 4.0928
C 3.0864 2.8415 3.4833
O 4.1658 0.5647 3.4572
O 1.8237 0.6773 4.0082
H 2.2551 0.0190 7.2209
H 0.7282 0.7307 6.6912
H 1.5204 1.2675 8.1959
H 1.8491 2.6822 6.0357
H 3.0839 2.5012 7.2529
H 2.1495 3.3236 3.7554
H 3.1746 2.5728 2.4584
H 3.9029 3.4603 3.8114
C 1.4044 -5.0683 -2.7490
C 0.3160 -5.2131 -1.6262
O 0.1823 -6.6395 -1.3505
S 0.4893 -7.1507 0.1723
C 2.2486 -6.7951 0.2980
O -0.2151 -6.3568 1.1032
O 0.2258 -8.5279 0.0275
H 1.3741 -4.0807 -3.2182
H 1.3134 -5.8303 -3.4824
H 2.3854 -5.0776 -2.2438
H 0.5668 -4.6863 -0.6850
H -0.7422 -4.8961 -1.8766
H 2.4302 -5.6733 0.3749
H 2.6595 -7.2353 -0.6403
H 2.5904 -7.2074 1.2354
C -2.6500 0.0473 3.8444
C -1.8858 1.2081 4.4214
O -2.3926 2.4171 3.6866
S -1.5249 3.7980 3.7203
C -2.4632 4.7849 4.8879
O -0.3010 3.5173 4.3949
O -1.6200 4.3709 2.4195
H -2.3101 -0.9079 4.3001
H -2.5174 0.0211 2.7887
H -3.7034 0.1716 4.0106
H -2.1673 1.5093 5.4476
H -0.7752 1.0557 4.3020
H -3.4685 4.8539 4.5699
H -2.0268 5.7962 4.9252
H -2.4532 4.3485 5.8519

- Lowest unoccupied orbital energy: -0.04 eV
- SMILES: CCOC(=O)C(F)(F)F.CCOC(=O)C(F)(F)F.CCOS(C)(=O)=O.CCOS(C)(=O)=O.CCOS(C)(=O)=O.CCOS(C)(=O)=O.CCOS(C)(=O)=O.CCOS(C)(=O)=O
- Relative energy (zero: lowest compared OMol25 entry of this formula, charge and spin): 51.5 kcal/mol
- Frontier orbital gap: 10.67 eV

---

[2]
DFT (ωB97M-V/def2-TZVPD) results for C26H58MgO17S6 as an isolated structure in a non-equilibrium geometry.

Cartesian coordinates (Å):
Mg -9.5587 -12.1679 -14.0125
O -9.6386 -12.6891 -16.0210
C -9.3057 -14.0395 -16.0285
C -8.8141 -14.7312 -14.6941
O -8.9162 -13.9654 -13.5401
H -8.5401 -14.1657 -16.8303
H -10.1476 -14.7064 -16.3116
H -7.7194 -14.9234 -14.8348
H -9.3257 -15.7094 -14.6125
C -12.1529 -16.9388 -16.7364
C -11.6588 -16.1792 -17.9331
C -10.3317 -16.6250 -18.4936
O -10.5284 -16.3380 -19.9174
C -11.8438 -16.4441 -20.1828
O -12.3104 -16.5175 -21.2749
O -12.5711 -16.4193 -19.0447
H -11.5393 -16.6709 -15.8700
H -12.0747 -18.0237 -16.8228
H -13.2001 -16.7074 -16.5494
H -11.6909 -15.0984 -17.7939
H -10.0542 -17.6780 -18.4081
H -9.4378 -16.0414 -18.2889
C -8.6379 -13.0657 -20.2817
C -8.4173 -12.0213 -19.2105
C -7.1660 -12.2598 -18.2978
O -6.3590 -11.1329 -18.5674
C -7.0082 -10.1977 -19.2918
O -6.6173 -9.1035 -19.5309
O -8.1736 -10.7122 -19.7363
H -9.2806 -12.8125 -21.1170
H -8.9642 -13.9163 -19.6804
H -7.6592 -13.2997 -20.7157
H -9.2517 -11.9201 -18.5108
H -6.7911 -13.2275 -18.6094
H -7.5272 -12.2557 -17.2730
C -11.9066 -15.2765 -10.5651
C -11.7244 -15.6931 -11.9960
C -11.0930 -17.0474 -12.3362
O -12.1394 -17.7734 -12.9712
C -13.1994 -16.9775 -13.2066
O -14.1720 -17.2597 -13.8233
O -13.0162 -15.7662 -12.6290
H -10.9563 -15.1198 -10.0593
H -12.5940 -15.9382 -10.0280
H -12.4718 -14.3392 -10.5248
H -11.1767 -14.9038 -12.5251
H -10.7386 -17.5090 -11.4106
H -10.2389 -16.9706 -13.0046
C -6.5095 -15.7970 -18.8477
S -6.3521 -17.1526 -20.0287
O -5.8913 -16.5509 -21.3040
C -4.8269 -17.7723 -19.2547
H -5.9199 -14.9603 -19.2134
H -6.4430 -16.0627 -17.7906
H -7.5452 -15.4351 -18.8132
H -4.1694 -18.0443 -20.0857
H -4.9894 -18.7315 -18.7611
H -4.2756 -17.0411 -18.6701
C -8.6723 -18.8061 -14.5402
S -7.3976 -19.6945 -15.4301
O -7.9109 -19.9936 -16.7926
C -6.2844 -18.2780 -15.6401
H -9.0948 -18.0190 -15.1750
H -8.2748 -18.2789 -13.6716
H -9.4972 -19.4714 -14.2900
H -5.3946 -18.5012 -15.0443
H -6.6907 -17.2847 -15.4750
H -5.8902 -18.4204 -16.6472
C -5.5861 -12.4499 -15.1156
S -6.2552 -11.3902 -13.8419
O -7.7267 -11.2963 -14.0559
C -6.0588 -12.5428 -12.4854
H -4.6018 -12.7425 -14.7350
H -5.3306 -11.8897 -16.0140
H -6.2344 -13.3052 -15.2972
H -6.8194 -13.3214 -12.6609
H -6.2642 -12.0620 -11.5347
H -5.0881 -13.0295 -12.5541
C -8.7605 -12.3645 -9.8695
S -9.2779 -10.8887 -10.7976
O -9.5099 -11.4029 -12.1695
C -10.9355 -10.7700 -10.0937
H -8.0768 -12.0861 -9.0607
H -8.2659 -13.0961 -10.5010
H -9.6293 -12.7875 -9.3683
H -11.5886 -11.4788 -10.5973
H -11.2687 -9.7447 -10.2509
H -10.9473 -10.9761 -9.0227
C -8.7933 -9.0510 -16.4290
S -9.8287 -8.9080 -14.9809
O -10.1537 -10.2744 -14.4998
C -8.6749 -8.1311 -13.8514
H -8.0542 -8.2645 -16.5758
H -9.3448 -9.0698 -17.3744
H -8.3303 -10.0438 -16.4332
H -9.2639 -7.7096 -13.0399
H -8.1452 -7.3240 -14.3613
H -7.8918 -8.7889 -13.4742
C -13.1705 -11.5165 -15.2325
S -12.8381 -12.6537 -13.8794
O -11.4128 -12.5337 -13.4774
C -13.8449 -11.7885 -12.6725
H -13.4608 -10.5414 -14.8352
H -14.0354 -11.8224 -15.8254
H -12.3146 -11.4053 -15.8947
H -14.9056 -11.9234 -12.8836
H -13.6606 -10.7117 -12.7110
H -13.6215 -12.1410 -11.6674

- Lowest unoccupied orbital energy: -0.30 eV
- Relative energy (zero: lowest compared OMol25 entry of this formula, charge and spin): 31.0 kcal/mol
- Frontier orbital gap: 6.99 eV

---

[3]
DFT (ωB97M-V/def2-TZVPD) results for a 2-piece molecular cluster, C26H59BCl2N2O3P overall in a non-equilibrium geometry.

Cartesian coordinates (Å):
C -0.9272 1.0246 -8.9176
C -1.7265 2.3522 -9.1518
C -1.5235 3.4615 -8.0406
C -0.9329 2.9504 -6.6747
C -1.4909 3.9156 -5.5196
C -2.4959 3.1518 -4.5788
C -2.0368 3.1988 -3.0507
C -3.3016 2.7756 -2.1937
C -3.3130 1.1833 -2.0758
C -2.9304 0.8303 -0.5911
C -3.0050 -0.7170 -0.2834
C -4.0168 -0.9014 0.9313
C -3.2807 -0.5011 2.2701
C -2.8008 -1.7573 3.1117
C -1.2724 -2.0850 2.7385
C -0.3700 -1.9052 4.0060
C 1.1821 -1.8465 3.7195
C 1.4596 -0.7276 2.6569
C 0.6383 0.6004 2.9598
N 1.5520 1.7638 2.6823
C 1.4968 -3.3663 3.3115
O 1.7652 -4.0997 4.5128
P 2.6512 -3.0576 5.6185
B 1.3251 -3.1049 7.0548
N 1.5363 -3.9581 8.2702
O 0.1070 -2.3188 7.0734
C 4.3380 -3.1521 4.7028
C 4.5234 -4.5825 4.0270
C 4.5976 -2.0236 3.6337
C 6.0195 -2.2336 2.9301
C 5.7473 -2.7647 1.4615
O 2.0472 -1.6297 4.8400
H -1.3877 0.5051 -8.0434
H -1.0372 0.3536 -9.7996
H 0.1432 1.2026 -8.6770
H -2.8214 2.1630 -9.2797
H -1.3849 2.7954 -10.1202
H -2.4893 3.9990 -7.9141
H -0.7990 4.2160 -8.4422
H -1.2320 1.9192 -6.4018
H 0.1760 3.0903 -6.6979
H -2.0656 4.7787 -5.9545
H -0.6533 4.3717 -4.9424
H -3.5039 3.6415 -4.5831
H -2.6277 2.0753 -4.8263
H -1.2689 2.3916 -2.9348
H -1.6391 4.1991 -2.7712
H -3.2330 3.1957 -1.1607
H -4.2594 3.0868 -2.6694
H -2.5965 0.7053 -2.7838
H -4.3307 0.7741 -2.2927
H -1.8969 1.2023 -0.3682
H -3.6057 1.4294 0.0735
H -1.9755 -1.0510 -0.0277
H -3.3293 -1.3215 -1.1699
H -4.8593 -0.1995 0.7052
H -4.4101 -1.9398 0.9921
H -2.4203 0.1672 2.0109
H -3.9779 0.1346 2.8768
H -3.4059 -2.6544 2.8550
H -2.8267 -1.4953 4.1930
H -1.0213 -1.4158 1.8876
H -1.2625 -3.1299 2.3482
H -0.5308 -2.8123 4.6447
H -0.7310 -1.0530 4.6384
H 2.5221 -0.3961 2.6156
H 1.1366 -1.0656 1.6352
H 0.3530 0.6868 4.0286
H -0.2255 0.7089 2.2561
H 1.1543 2.6005 3.0995
H 1.5958 1.8464 1.6684
H 2.2600 -3.4445 2.4893
H 0.6430 -3.9580 2.8814
H 3.0875 -4.3384 6.2095
H 3.4093 -2.2744 6.6183
H 1.5692 -3.2762 9.0381
H 2.4706 -4.3675 8.2577
H 0.2486 -1.4700 7.4998
H 5.1822 -3.0807 5.4401
H 3.9067 -4.7008 3.1095
H 5.6147 -4.7525 3.8182
H 4.2279 -5.3986 4.7306
H 3.8585 -2.0280 2.8064
H 4.5696 -1.0112 4.1052
H 6.5769 -1.2623 2.8381
H 6.6814 -2.9141 3.5091
H 5.1225 -1.9740 0.9684
H 5.1224 -3.6870 1.4606
H 6.6797 -2.8618 0.8573
C -1.8921 7.4048 -7.7784
Cl -2.8194 6.5062 -8.9840
Cl -2.5907 7.2280 -6.1667
H -0.8748 7.0233 -7.7607
H -1.8889 8.4560 -8.0502

- Lowest unoccupied orbital energy: 1.65 eV
- Frontier orbital gap: 4.74 eV
- Total charge: -1

---

[4]
DFT (ωB97M-V/def2-TZVPD) results for a 7-piece molecular cluster, C26H59I2N7O8P overall in a non-equilibrium geometry.

Cartesian coordinates (Å):
C -2.4375 0.0858 0.0056
C -1.0427 0.5372 0.7392
I 0.3927 1.4924 -0.6730
C -0.3089 -0.7023 1.5896
I -1.2793 -1.1658 3.4906
C -0.0615 -1.9835 0.5913
C 1.5085 -2.4902 0.7681
C 1.5899 -3.1259 2.2766
P 3.3644 -3.9193 2.4127
O 4.4861 -2.5959 2.5628
O 3.4538 -5.0259 3.7557
C 0.5392 -4.3653 2.3440
C -0.8434 -4.2419 1.5308
N -1.0887 -3.0705 0.6535
H -3.2962 -0.0665 0.8206
H -2.3335 -0.8256 -0.7227
H -2.8154 1.0000 -0.6592
H -1.2622 1.3822 1.5528
H 0.7756 -0.2751 1.8476
H -0.1075 -1.5370 -0.5160
H 1.7704 -3.3362 0.0020
H 2.2639 -1.5807 0.6718
H 1.5322 -2.3499 3.1503
H 5.3876 -2.9868 2.3661
H 3.3462 -4.5550 4.6351
H 1.1097 -5.3559 2.0125
H 0.2796 -4.5369 3.4965
H -1.7394 -4.3030 2.3169
H -0.9680 -5.2262 0.8668
H -2.0326 -2.6531 0.9147
H -1.2271 -3.4274 -0.3400
C 4.1091 -2.1531 -4.3481
C 3.1009 -1.7927 -3.2931
O 2.4883 -2.6421 -2.6529
N 2.8762 -0.4663 -3.0569
C 3.4970 0.6659 -3.7055
H 4.1852 -3.2407 -4.4285
H 3.7934 -1.7557 -5.3167
H 5.0912 -1.7567 -4.0761
H 2.1872 -0.2911 -2.3360
H 3.9999 1.2629 -2.9410
H 2.7111 1.2639 -4.1729
H 4.2222 0.3660 -4.4643
C 0.2321 1.1354 -7.4284
C 1.6588 0.6641 -7.4713
O 2.5965 1.3773 -7.1266
N 1.8942 -0.6066 -7.9132
C 0.9260 -1.5832 -8.3567
H 0.1947 2.1630 -7.0572
H -0.1977 1.1147 -8.4337
H -0.3495 0.5021 -6.7530
H 2.8740 -0.8621 -7.9179
H 1.0146 -2.4653 -7.7179
H 1.1655 -1.8569 -9.3871
H -0.0974 -1.2063 -8.3118
C -0.8259 6.4806 -7.1046
C -0.1620 5.1709 -7.4261
O -0.7954 4.1268 -7.5499
N 1.1950 5.1687 -7.5814
C 2.1001 6.2898 -7.4742
H -1.9049 6.3330 -7.0092
H -0.4445 6.8689 -6.1561
H -0.6446 7.1980 -7.9097
H 1.5796 4.2571 -7.7964
H 2.6246 6.3966 -8.4268
H 2.8233 6.0697 -6.6853
H 1.5832 7.2224 -7.2402
C -2.5570 -4.7855 7.5699
C -3.3316 -3.5198 7.3297
O -4.5200 -3.5257 7.0227
N -2.6671 -2.3341 7.4641
C -1.2805 -2.1314 7.8161
H -3.2110 -5.6500 7.4281
H -1.7298 -4.8570 6.8584
H -2.1790 -4.8021 8.5958
H -3.2443 -1.5208 7.2892
H -1.2448 -1.5299 8.7277
H -0.7987 -1.5843 7.0023
H -0.7507 -3.0712 7.9828
C -5.3278 6.4836 -3.7421
C -3.9011 6.0123 -3.7850
O -2.9635 6.7254 -3.4403
N -3.6657 4.7415 -4.2269
C -4.6339 3.7650 -4.6704
H -5.3653 7.5112 -3.3709
H -5.7576 6.4629 -4.7474
H -5.9095 5.8503 -3.0666
H -2.6860 4.4860 -4.2316
H -4.5453 2.8829 -4.0316
H -4.3944 3.4913 -5.7008
H -5.6574 4.1419 -4.6255
C 1.0254 -2.4713 11.5391
C 0.0938 -1.3229 11.2696
O -0.9966 -1.4754 10.7271
N 0.4977 -0.0752 11.6514
C 1.7359 0.2954 12.2973
H 0.5753 -3.4019 11.1835
H 1.9691 -2.3183 11.0083
H 1.2041 -2.5620 12.6141
H -0.1739 0.6530 11.4419
H 1.4937 0.7709 13.2509
H 2.2533 1.0130 11.6561
H 2.3860 -0.5629 12.4768

- Lowest unoccupied orbital energy: -3.03 eV
- Frontier orbital gap: 7.72 eV
- Total charge: +1

---

Energy readings, ordered: -5668.9417; -4893.6902; -2647.8115; -2947.7749 hartree